Entry A
{"formula": "C3H9N2OSi", "method": "wB97M-V/def2-TZVPD", "e_homo_ev": [-13.6, -13.6], "total_charge": 1, "spin_multiplicity": 1, "symbols": ["C", "C", "C", "N", "N", "O", "Si", "H", "H", "H", "H", "H", "H", "H", "H", "H"], "coordinates": [[-0.1545, 0.4261, -0.3868], [-1.9706, 0.0540, -0.9294], [-0.7205, -0.8779, -0.8203], [-1.1257, 1.2095, -0.5188], [-0.6712, -1.9391, 0.2163], [1.6800, 0.5394, 0.5324], [2.3961, 1.9018, 0.9783], [-2.3852, 0.1775, -1.9281], [-2.7581, -0.1227, -0.2000], [-0.3457, -1.2562, -1.7721], [-1.0454, -2.8378, -0.1201], [-1.1880, -1.6476, 1.0579], [0.3198, -2.0600, 0.4864], [2.7429, 2.7927, -0.1167], [1.7026, 2.5767, 2.0694], [3.5233, 1.0634, 1.4514]], "mulliken_charge": [0.318, -0.489, -0.033, -0.325, -0.287, -0.303, 0.268, 0.299, 0.293, 0.387, 0.364, 0.384, 0.369, -0.085, -0.090, -0.070]}

Entry B
{"formula": "C3H9N2OSi", "method": "wB97M-V/def2-TZVPD", "e_homo_ev": -14.8, "total_charge": 1, "spin_multiplicity": 1, "symbols": ["C", "C", "C", "N", "N", "O", "Si", "H", "H", "H", "H", "H", "H", "H", "H", "H"], "coordinates": [[-1.5897, 0.5208, 0.8004], [-0.5685, 0.6368, 1.9806], [-1.6919, 0.7168, -0.5607], [-1.8476, -0.0221, 1.8991], [-1.2712, 0.0221, -1.5678], [1.2993, 0.3633, -0.3068], [2.1377, -0.9883, -0.7157], [0.2008, -0.1529, 1.8378], [-0.3494, 1.5147, 2.5648], [-2.2347, 1.6181, -0.6509], [-0.6056, -0.6995, -1.3543], [1.3269, 0.5599, 0.6360], [-1.4323, 0.3271, -2.5023], [2.3048, -1.7452, 0.5316], [0.9333, -1.7460, -1.2037], [3.3881, -0.9255, -1.3882]], "mulliken_charge": [0.162, -0.336, 0.153, -0.376, -0.086, -0.434, 0.492, 0.329, 0.326, 0.416, 0.106, 0.298, 0.274, -0.102, -0.151, -0.071]}

Energies relative to the minimum, hartree: entry A 0.0378; entry B 0.0000

Entry A
{"formula": "C6H14N2O", "method": "wB97M-V/def2-TZVPD", "e_homo_ev": -7.5, "spin_multiplicity": 1, "symbols": ["C", "C", "C", "C", "N", "C", "N", "C", "O", "H", "H", "H", "H", "H", "H", "H", "H", "H", "H", "H", "H", "H", "H"], "coordinates": [[0.6707, 0.2665, 0.4528], [1.5288, -0.9649, -1.5299], [-2.2404, 1.2340, 0.3922], [1.6182, 0.1537, -2.5276], [-0.0048, -0.6281, -0.3141], [-1.1408, 0.8356, 1.3122], [-0.1645, -1.8829, 0.4284], [-1.1832, 0.9756, 2.6324], [1.5012, -0.1777, 1.4159], [1.2689, -1.1333, 1.4707], [0.9871, 1.1967, -0.0075], [-0.3811, -2.5957, -0.2663], [-1.0019, -1.7661, 1.0011], [2.4352, -1.1510, -0.9561], [1.1555, -1.8954, -1.9533], [-2.7212, 0.3611, -0.0581], [-3.0287, 1.8074, 0.9009], [-1.8608, 1.8641, -0.4190], [-0.3779, 0.6608, 3.2923], [-1.9933, 1.5031, 3.1434], [0.6286, 0.4070, -2.9227], [2.2408, -0.1263, -3.3884], [2.0635, 1.0558, -2.0994]], "mulliken_charge": [-0.379, -0.218, -1.138, -1.063, -0.101, 0.490, -0.653, -0.885, -0.518, 0.490, 0.458, 0.280, 0.232, 0.286, 0.309, 0.223, 0.410, 0.248, 0.260, 0.305, 0.287, 0.366, 0.312]}

Entry B
{"formula": "C6H14N2O", "method": "wB97M-V/def2-TZVPD", "e_homo_ev": -9.0, "smiles": "C=C(C)[C@H](N)O.[H]/N=C\\C", "spin_multiplicity": 1, "symbols": ["C", "C", "C", "C", "N", "O", "H", "H", "H", "H", "H", "H", "H", "H", "H", "H", "N", "C", "C", "H", "H", "H", "H"], "coordinates": [[-0.7675, -0.3314, 1.9389], [0.3365, -0.4259, 1.2039], [1.6764, 0.0394, 1.6886], [0.4175, -1.6831, 0.0689], [1.5375, -1.4736, -0.7613], [-0.7926, -1.7618, -0.6021], [-1.7059, -0.7347, 1.5894], [-0.8038, 0.2487, 2.8499], [2.2958, -0.8118, 1.9752], [2.2091, 0.5516, 0.8880], [1.5741, 0.7016, 2.5460], [0.5266, -2.5953, 0.6613], [1.4305, -0.6791, -1.3926], [2.0463, -2.3081, -1.0168], [-0.9539, -0.8819, -1.0147], [-0.3332, 1.2050, -3.1060], [0.1651, 0.9841, -2.2383], [-0.4879, 1.2266, -1.1856], [-1.8437, 1.8343, -1.0338], [0.0352, 0.9215, -0.1470], [-1.8040, 2.9224, -1.1831], [-2.5675, 1.3950, -1.7164], [-2.1906, 1.6565, -0.0125]], "mulliken_charge": [-1.106, 0.800, -1.187, -0.528, -0.311, -0.606, 0.336, 0.310, 0.315, 0.277, 0.394, 0.448, 0.232, 0.191, 0.437, 0.226, -0.557, 0.282, -1.080, 0.178, 0.354, 0.338, 0.258]}

Entry C
{"formula": "C6H14N2O", "method": "wB97M-V/def2-TZVPD", "e_homo_ev": -8.2, "smiles": "CN1CC(C)(C)[C@]1(N)O", "spin_multiplicity": 1, "symbols": ["C", "N", "C", "C", "C", "C", "C", "N", "O", "H", "H", "H", "H", "H", "H", "H", "H", "H", "H", "H", "H", "H", "H"], "coordinates": [[2.5057, 0.6203, -0.1348], [1.2385, 0.3982, 0.5144], [0.0279, 1.3288, 0.1186], [-0.9575, 0.2023, 0.0455], [-1.9035, 0.1072, 1.2292], [-1.6809, -0.0035, -1.2701], [0.4716, -0.7938, 0.2547], [0.7500, -1.5781, -0.8773], [0.3967, -1.6326, 1.3412], [2.9404, 1.5369, 0.2645], [3.1847, -0.2065, 0.0792], [2.4205, 0.7419, -1.2289], [-0.1139, 2.0749, 0.8999], [0.2637, 1.8128, -0.8354], [-1.4011, 0.3787, 2.1575], [-2.2928, -0.9072, 1.3314], [-2.7545, 0.7802, 1.1000], [-1.0046, 0.1132, -2.1152], [-2.0949, -1.0120, -1.3241], [-2.5041, 0.7067, -1.3794], [1.0150, -2.5261, -0.6501], [1.1267, -1.0575, -1.6557], [0.3663, -1.0850, 2.1349]], "mulliken_charge": [-1.005, -0.094, -1.137, 1.884, -1.841, -1.705, 0.191, -0.463, -0.621, 0.308, 0.313, 0.341, 0.322, 0.320, 0.436, 0.331, 0.444, 0.372, 0.347, 0.431, 0.229, 0.198, 0.401]}

Energies relative to the minimum, hartree: entry A 0.1576; entry B 0.0397; entry C 0.0000

Entry A
{"formula": "C6H14N2O", "method": "wB97M-V/def2-TZVPD", "e_homo_ev": -8.8, "smiles": "CN(N)C(=O)C(C)(C)C", "spin_multiplicity": 1, "symbols": ["C", "N", "N", "C", "O", "C", "C", "C", "C", "H", "H", "H", "H", "H", "H", "H", "H", "H", "H", "H", "H", "H", "H"], "coordinates": [[2.8281, -0.8077, 0.3673], [1.5434, -0.1068, 0.4095], [1.7198, 1.2573, 0.5759], [0.4171, -0.7181, -0.2135], [0.5621, -1.7569, -0.8632], [-0.9583, -0.0958, -0.1601], [-1.1605, 1.1555, -1.0080], [-1.8898, -1.1248, -0.7196], [-1.2730, 0.3312, 1.3770], [3.4201, -0.5833, 1.2573], [2.7227, -1.9010, 0.1740], [3.4922, -0.4532, -0.4911], [0.8769, 1.6783, 0.8713], [1.9191, 1.6301, -0.3656], [-0.3949, 1.9450, -0.6958], [-2.1813, 1.3668, -0.8402], [-1.0659, 0.9645, -2.1537], [-2.8919, -0.7574, -0.5985], [-1.7950, -2.1322, -0.3600], [-1.8426, -1.0907, -1.8264], [-0.5187, -0.2755, 2.0258], [-1.1893, 1.3379, 1.5388], [-2.3402, 0.1369, 1.6988]], "mulliken_charge": [-0.891, 0.386, -0.848, -0.045, -0.633, 2.046, -1.461, -1.908, -1.563, 0.301, 0.321, 0.268, 0.293, 0.268, 0.258, 0.461, 0.336, 0.519, 0.355, 0.368, 0.344, 0.484, 0.339]}

Entry B
{"formula": "C6H14N2O", "method": "wB97M-V/def2-TZVPD", "e_homo_ev": -9.3, "smiles": "CN(C)C=O.CC(C)=N", "spin_multiplicity": 1, "symbols": ["C", "N", "C", "C", "O", "H", "H", "H", "H", "H", "H", "H", "C", "C", "C", "N", "H", "H", "H", "H", "H", "H", "H"], "coordinates": [[3.0695, 0.1218, -1.1578], [2.0700, 0.5612, -0.2222], [2.1466, 0.0073, 1.1088], [1.1065, 1.4376, -0.5376], [0.2378, 1.8261, 0.2094], [3.0139, -0.9621, -1.2913], [4.0691, 0.3734, -0.7932], [2.9147, 0.6036, -2.1213], [2.0083, -1.0759, 1.0811], [1.3589, 0.4586, 1.7086], [3.1177, 0.2288, 1.5563], [1.1802, 1.7810, -1.5863], [-2.2383, -0.2888, -1.0462], [-2.7911, -0.5858, 0.3219], [-1.7872, -0.5415, 1.4291], [-3.9886, -0.8526, 0.5996], [-3.0201, -0.3016, -1.8040], [-1.4796, -1.0259, -1.3073], [-1.7631, 0.6904, -1.0343], [-1.2577, 0.4090, 1.3978], [-2.2838, -0.6622, 2.3866], [-1.0585, -1.3404, 1.2981], [-4.6253, -0.8621, -0.1959]], "mulliken_charge": [-0.855, 0.133, -0.958, 0.114, -0.569, 0.304, 0.310, 0.272, 0.327, 0.270, 0.335, 0.316, -0.984, 0.766, -0.932, -0.711, 0.383, 0.260, 0.169, 0.214, 0.361, 0.236, 0.239]}

Entry C
{"formula": "C6H14N2O", "method": "wB97M-V/def2-TZVPD", "e_homo_ev": -6.6, "spin_multiplicity": 1, "symbols": ["C", "C", "C", "C", "C", "C", "N", "N", "O", "H", "H", "H", "H", "H", "H", "H", "H", "H", "H", "H", "H", "H", "H"], "coordinates": [[0.3404, 0.3850, -0.5039], [1.1056, 1.6025, 0.0233], [0.9928, -0.1437, -1.7734], [0.2865, -2.0882, 0.2340], [-0.8030, -0.2235, 1.5752], [0.0196, -0.6249, 0.5146], [-1.1309, 1.0848, -0.9957], [-1.5403, 0.8788, 1.5323], [-1.0389, -1.0615, 2.6473], [-0.3331, -1.7165, 2.6904], [-1.0253, 1.9147, -1.5716], [-1.6765, 0.3954, -1.5024], [-2.0764, 1.0104, 2.3818], [-1.5967, 1.2213, 0.0976], [2.1186, 1.2853, 0.2727], [1.9660, -0.5748, -1.5369], [0.6207, 2.0010, 0.9104], [1.1757, 2.3911, -0.7311], [1.1501, 0.6668, -2.4869], [0.3906, -0.9170, -2.2504], [1.3541, -2.3168, 0.1543], [-0.1214, -2.7320, 1.0149], [-0.1781, -2.4382, -0.6968]], "mulliken_charge": [1.547, -1.477, -1.905, -1.723, 0.732, -0.279, -0.539, -0.706, -0.570, 0.312, 0.304, 0.320, 0.189, 0.397, 0.376, 0.386, 0.386, 0.398, 0.421, 0.398, 0.310, 0.454, 0.271]}

Entry D
{"formula": "C6H14N2O", "method": "wB97M-V/def2-TZVPD", "e_homo_ev": -8.3, "smiles": "[H]/N=C/C(C)(C)[C@H](N)CO", "spin_multiplicity": 1, "symbols": ["H", "N", "C", "C", "C", "C", "C", "N", "C", "O", "H", "H", "H", "H", "H", "H", "H", "H", "H", "H", "H", "H", "H"], "coordinates": [[2.7072, -2.0965, 1.4141], [2.1069, -1.4981, 0.8325], [1.0045, -1.1646, 1.4109], [-0.0632, 0.1340, 0.5303], [0.9279, 1.2836, 0.3862], [-1.1866, 0.4736, 1.4990], [-0.4449, -0.6350, -0.6721], [0.6139, -0.9965, -1.5633], [-1.4916, 0.5427, -1.5084], [-0.7213, 1.5584, -2.0634], [0.7685, -1.5544, 2.4211], [1.6692, 1.0938, -0.3907], [1.4767, 1.4331, 1.3198], [0.4141, 2.2285, 0.1842], [-1.6424, 1.4384, 1.2571], [-1.9672, -0.2924, 1.5050], [-0.7936, 0.5641, 2.5161], [-1.0998, -1.4794, -0.4484], [1.4729, -1.2006, -0.9970], [0.3890, -1.8644, -2.0436], [-1.9374, -0.0711, -2.2987], [-2.3203, 0.9648, -0.9406], [0.1175, 1.1380, -2.3501]], "mulliken_charge": [0.237, -0.569, -0.224, 1.483, -1.623, -1.885, -0.590, -0.592, -0.675, -0.534, 0.387, 0.360, 0.467, 0.383, 0.425, 0.342, 0.462, 0.490, 0.309, 0.257, 0.335, 0.383, 0.373]}

Energies relative to the minimum, hartree: entry A 0.0541; entry B 0.0000; entry C 0.0411; entry D 0.0773

Entry A
{"formula": "C19H41ClN2O3", "method": "wB97M-V/def2-TZVPD", "e_homo_ev": -7.1, "spin_multiplicity": 1, "symbols": ["C", "C", "C", "N", "C", "C", "C", "C", "C", "C", "H", "H", "H", "H", "H", "H", "H", "H", "H", "H", "H", "H", "H", "H", "H", "H", "H", "H", "H", "H", "C", "C", "C", "N", "C", "C", "C", "C", "C", "C", "H", "H", "H", "H", "H", "H", "H", "H", "H", "H", "H", "H", "H", "H", "H", "H", "H", "H", "H", "H", "Cl", "O", "C", "O", "O", "H"], "coordinates": [[-17.0614, 6.5252, -19.1445], [-16.5113, 6.1461, -20.5199], [-16.0303, 7.3737, -21.3063], [-15.7743, 7.0835, -22.7751], [-14.7113, 6.0110, -22.9073], [-14.1467, 5.9292, -24.3176], [-13.6405, 7.3078, -24.8157], [-14.7997, 8.2723, -24.8364], [-15.3294, 8.4301, -23.4206], [-17.0573, 6.6701, -23.5175], [-16.2390, 6.8402, -18.5003], [-17.5300, 5.6872, -18.6250], [-17.8752, 7.2477, -19.2375], [-17.2631, 5.6036, -21.0899], [-15.5833, 5.6106, -20.3013], [-15.1033, 7.7226, -20.8550], [-16.8495, 8.0837, -21.3236], [-13.8439, 6.2786, -22.3046], [-15.2443, 5.0896, -22.6898], [-13.3404, 5.1908, -24.3007], [-14.8166, 5.4692, -25.0501], [-12.9077, 7.5995, -24.0559], [-13.1509, 7.1520, -25.7748], [-14.6348, 9.3214, -25.0988], [-15.5681, 7.9813, -25.5534], [-14.5592, 8.6999, -22.6945], [-16.1951, 9.0821, -23.2923], [-16.9565, 6.8792, -24.5787], [-17.8371, 7.2700, -23.0528], [-17.1380, 5.5855, -23.4746], [-14.8590, 10.3418, -16.1400], [-14.6346, 11.4148, -17.1586], [-15.0356, 10.9314, -18.5557], [-14.6729, 11.7652, -19.7564], [-15.1451, 11.0317, -21.0035], [-15.0362, 11.8593, -22.2977], [-15.6546, 13.2713, -22.2059], [-15.2297, 13.9679, -20.9261], [-15.4141, 13.1131, -19.6609], [-13.1817, 11.9091, -19.8383], [-15.8938, 10.3663, -15.7883], [-14.2922, 10.3843, -15.2059], [-14.6008, 9.3218, -16.4373], [-13.5697, 11.6634, -17.1026], [-15.1629, 12.3546, -16.9918], [-16.0792, 10.6171, -18.6193], [-14.4866, 10.0031, -18.7473], [-16.1644, 10.7441, -20.7482], [-14.5293, 10.1371, -21.0885], [-15.5581, 11.2794, -23.0624], [-14.0077, 12.0115, -22.6340], [-16.7451, 13.1938, -22.1866], [-15.4086, 13.7816, -23.1350], [-15.8322, 14.8775, -20.9582], [-14.1909, 14.2882, -21.0513], [-16.4659, 12.8789, -19.5177], [-14.8775, 13.6171, -18.8615], [-12.6537, 10.9607, -19.8009], [-12.8763, 12.5074, -18.9816], [-12.9922, 12.4452, -20.7621], [-18.8966, 9.9887, -21.0474], [-17.4908, 10.7631, -24.0647], [-17.4515, 9.7309, -25.0316], [-18.3275, 8.8489, -24.9166], [-16.5100, 9.7378, -25.8571], [-18.1413, 10.3530, -23.4546]], "mulliken_charge": [-1.417, -0.399, -0.207, 1.051, -0.718, -0.847, -1.021, -1.396, -0.271, -1.266, 0.292, 0.407, 0.351, 0.368, 0.235, 0.331, -0.144, 0.323, 0.460, 0.453, 0.375, 0.228, 0.507, 0.670, 0.509, 0.327, 0.214, 0.491, 0.428, 0.371, -1.401, -0.248, -0.804, 0.520, -0.405, -0.272, -0.875, -0.918, -0.537, -1.109, 0.353, 0.386, 0.335, 0.269, 0.336, 0.529, 0.369, 0.137, 0.342, -0.241, 0.520, 0.323, 0.465, 0.462, 0.281, 0.411, 0.532, 0.249, 0.399, 0.535, -0.708, -0.435, 0.800, -0.709, -0.771, 0.177]}

Entry B
{"formula": "C19H41ClN2O3", "method": "wB97M-V/def2-TZVPD", "e_homo_ev": -4.5, "spin_multiplicity": 1, "symbols": ["C", "C", "C", "N", "C", "C", "C", "C", "C", "C", "H", "H", "H", "H", "H", "H", "H", "H", "H", "H", "H", "H", "H", "H", "H", "H", "H", "H", "H", "H", "C", "C", "C", "N", "C", "C", "C", "C", "C", "C", "H", "H", "H", "H", "H", "H", "H", "H", "H", "H", "H", "H", "H", "H", "H", "H", "H", "H", "H", "H", "Cl", "O", "C", "O", "O", "H"], "coordinates": [[1.7685, -0.2140, -3.9883], [0.4509, -0.6278, -3.4522], [-0.6110, -1.0611, -4.5512], [-2.1501, -0.9044, -4.1677], [-2.3965, -1.6391, -2.7894], [-3.8286, -1.9419, -2.4181], [-4.6142, -2.4857, -3.6564], [-4.4224, -1.8302, -5.0674], [-2.9127, -1.6019, -5.3244], [-2.5066, 0.5180, -4.0795], [2.2496, 0.2749, -3.1411], [1.6598, 0.4862, -4.8165], [2.4063, -0.9956, -4.4012], [0.0366, 0.1560, -2.8181], [0.5633, -1.3560, -2.6490], [-0.4239, -2.1257, -4.6917], [-0.5957, -0.4735, -5.4691], [-1.9465, -2.6255, -2.9012], [-1.8774, -1.1216, -1.9826], [-3.8985, -2.6741, -1.6136], [-4.3523, -1.0672, -2.0326], [-4.4634, -3.5631, -3.7240], [-5.6426, -2.3603, -3.3176], [-4.9731, -2.4877, -5.7402], [-5.0957, -0.9812, -5.1852], [-2.5174, -2.6172, -5.2928], [-2.8336, -1.0413, -6.2558], [-3.5726, 0.4315, -3.8690], [-2.3626, 1.0160, -5.0383], [-1.9423, 1.0122, -3.2888], [-2.5121, -0.1925, 5.6172], [-1.1998, -0.4100, 4.8091], [-0.5473, 0.7796, 3.9371], [0.8812, 0.5116, 3.3719], [1.2789, 1.8996, 2.7576], [2.7763, 1.9192, 2.2925], [3.6089, 1.4238, 3.5289], [3.2638, 0.1474, 4.2162], [1.8277, -0.0777, 4.4982], [0.8376, -0.5444, 2.2864], [-2.6179, -1.1012, 6.2097], [-3.2791, 0.0563, 4.8837], [-2.3494, 0.6797, 6.2503], [-1.3405, -1.1978, 4.0690], [-0.5061, -0.8960, 5.4951], [-0.3492, 1.5910, 4.6376], [-1.2081, 1.0303, 3.1073], [1.1491, 2.5754, 3.6028], [0.6171, 2.2732, 1.9762], [3.1335, 2.9367, 2.1339], [2.9558, 1.2715, 1.4344], [3.5635, 2.1876, 4.3052], [4.6497, 1.3115, 3.2252], [3.8202, 0.1585, 5.1534], [3.8700, -0.6106, 3.7202], [1.5060, 0.5204, 5.3508], [1.6773, -1.1406, 4.6866], [0.2917, -0.1429, 1.4326], [0.4070, -1.4573, 2.6979], [1.8929, -0.6792, 2.0494], [4.2641, 0.3205, -1.0739], [6.1930, 2.9119, 0.8606], [5.7191, 4.1116, 1.1878], [6.2384, 4.7312, 2.1433], [4.6958, 4.5100, 0.6322], [5.5955, 2.4932, 0.2366]], "mulliken_charge": [-1.262, -0.389, -0.500, 0.028, -0.635, -0.795, -0.690, -0.764, -0.536, -0.891, 0.235, 0.331, 0.341, 0.235, 0.369, 0.401, 0.446, 0.395, 0.426, 0.381, 0.404, 0.340, 0.318, 0.384, 0.412, 0.357, 0.469, 0.502, 0.296, 0.325, -1.266, -0.495, -0.578, 0.294, -0.695, -0.207, -0.642, -0.976, -0.525, -1.221, 0.373, 0.326, 0.323, 0.350, 0.329, 0.439, 0.376, 0.411, 0.433, 0.263, 0.008, 0.270, 0.381, 0.411, 0.455, 0.451, 0.327, 0.396, 0.335, 0.533, -0.844, -0.435, 0.691, -0.779, -0.751, 0.310]}

Energies relative to the minimum, hartree: entry A 0.0000; entry B 0.1555